1.
Below is a structure of composition C37H36N8O4Pd, with properties calculated with ωB97M-V/def2-TZVPD.

The geometry in XYZ format:
```
86
Properties=species:S:1:pos:R:3:lowdin_charge:R:1
C -1.04482 -3.21256 0.06300 -0.288
H -3.76042 4.06025 -2.64206 0.127
C -0.14852 4.09088 1.23933 0.038
H 6.03020 -2.45176 0.25550 0.119
N -3.78593 3.97960 1.16541 0.102
C 0.29463 1.86097 -4.11032 -0.146
C -4.80767 2.29568 -2.08292 -0.071
C -0.55824 1.04888 -4.83621 -0.007
O -5.99569 4.16257 0.74781 -0.032
H -0.91451 -0.93628 2.28700 0.123
C 3.82206 2.67371 -3.73938 -0.033
N 1.82119 -1.08212 -0.17263 0.122
H -1.62937 1.16874 -4.74757 0.129
C -1.45808 -4.83569 -4.10786 -0.056
H -5.55969 0.35512 -1.52306 0.121
H 3.27786 0.73392 -5.26713 0.114
H -3.85973 3.43865 0.31430 0.115
C 5.28163 -2.05189 -0.41486 -0.002
H 1.58813 1.42051 0.09536 0.107
C 1.68398 1.76032 -4.25571 -0.230
H -0.05709 5.11097 1.59067 0.138
H -5.16227 4.56986 2.61487 0.138
C -3.45061 0.30919 -1.79133 -0.020
C -1.12415 -2.99606 -2.10020 -0.188
H -2.46145 1.66670 0.80349 0.127
C -1.48270 -5.30052 -2.80947 0.004
H -0.92588 -1.48612 -3.62191 0.087
H -1.33304 -5.29543 0.11505 0.181
C -4.97766 4.71490 1.54789 -0.226
C 0.95022 3.35761 0.82537 -0.009
Pd -0.67283 -0.43061 -0.26690 1.024
H 1.76348 -0.72642 -6.53311 0.120
H 4.86214 -1.14959 -3.66446 0.106
O -1.08427 0.48240 -2.03593 -0.195
H -1.99278 -2.75735 1.89653 0.145
N -1.25340 -4.44870 -0.42390 0.196
C 3.31061 -1.02097 -2.20351 -0.009
O 2.40768 2.64571 -3.52871 -0.087
C 3.01542 -1.25625 -0.86266 -0.215
C -1.40677 3.50048 1.21444 -0.088
O -2.43118 5.16374 2.53726 0.107
C -0.97783 -2.80860 1.49734 -0.075
C -2.41202 2.37911 -2.49045 -0.154
H -1.24478 -3.16855 -5.44142 0.107
C -1.31036 3.22709 -2.78478 0.029
H 1.16711 -0.55781 2.73730 0.137
N -0.15857 2.96173 -3.33389 0.166
H -3.35016 -0.73727 -1.52832 0.105
H 6.55771 -2.01337 -2.11778 0.113
C -1.30936 -4.34807 -1.81167 -0.164
H -1.58945 -5.53691 -4.92024 0.116
H -0.43049 -3.54262 2.09192 0.135
H 3.73835 -2.26833 2.07494 0.172
N 3.33412 -1.91992 1.22170 0.178
C -1.26173 -3.47592 -4.40445 -0.056
C 1.34837 -0.00227 -5.84508 -0.042
H -1.62621 -6.34864 -2.58581 0.122
H -1.43079 4.27582 -2.52741 0.156
C 2.20938 0.82082 -5.13053 -0.014
H -0.68864 -0.51308 -6.29124 0.114
C -4.67753 0.92624 -1.78354 -0.034
C -1.08748 -2.53454 -3.41263 0.004
H 1.94203 3.78662 0.81534 0.122
C -2.27208 1.01338 -2.12688 -0.384
C 3.98475 -1.77116 0.00216 -0.177
H 4.26914 1.72272 -3.44443 0.086
C -0.02713 0.10956 -5.70489 -0.070
H 4.20182 3.46882 -3.10611 0.101
N -0.36049 -1.45596 1.61560 -0.112
H 0.52269 3.71489 -3.32149 0.170
H -5.77371 2.77657 -2.03775 0.115
H 2.54876 -0.65397 -2.88104 0.099
N -0.96532 -2.32046 -0.89519 0.030
H 1.17725 -2.31022 2.80591 0.129
C -1.50827 2.18125 0.81885 -0.059
H 4.05262 2.89437 -4.78204 0.108
C 1.03302 -1.45911 2.13544 -0.089
H -4.83793 5.78312 1.35805 0.138
C 4.59323 -1.30208 -2.62668 -0.078
C 5.56503 -1.80394 -1.74346 -0.065
C -3.68476 3.00385 -2.41045 -0.032
C -2.58945 4.30083 1.69796 -0.454
H -6.82694 4.60438 0.94824 0.104
C 2.05494 -1.49444 1.03710 -0.324
C 0.76900 2.04414 0.43001 -0.093
N -0.43793 1.46654 0.44402 -0.067
```

The total charge is +2. The LUMO energy is -0.21057 hartree. The molar mass is 763.2 g/mol. The relative energy (zero: lowest compared OMol25 entry of this formula, charge and spin) is 49.64 kJ/mol. The total energy is -62533.2853 eV. The HOMO-LUMO gap is 7.4 eV.

2.
Below is a structure of composition C37H37BiN4S at a distorted geometry, with properties calculated with ωB97M-V/def2-TZVPD.

The geometry in XYZ format:
```
80
Properties=species:S:1:pos:R:3:lowdin_charge:R:1
C 2.07340 -1.71878 1.76948 -0.193
H 0.02805 -0.28569 -6.09125 0.066
S -0.65654 1.84488 -2.75453 0.558
H 0.09153 -1.90210 1.01822 0.074
C 3.04635 3.52089 0.27934 -0.091
H 0.23699 -1.96274 -6.58237 0.060
H -1.94982 -3.24805 -0.84454 0.055
C 1.97328 1.68349 1.36334 -0.070
C -0.97870 -3.64688 -1.25546 -0.080
H -0.24116 3.88235 1.82163 0.086
H 3.53197 4.49438 0.28135 0.095
C -2.70908 0.58347 1.84570 -0.237
Bi -0.98701 -0.19217 -1.16945 1.652
H 2.88347 -2.26106 -1.84345 0.075
C 2.14179 -3.07424 -1.73974 -0.078
N -3.06338 -0.34119 0.92902 0.042
H -1.22377 -4.64892 -1.56781 0.064
C 1.78768 -2.99960 2.32294 -0.047
C -2.31125 4.90289 4.33250 -0.069
H 4.64241 -3.57246 4.02879 0.107
H 3.29987 3.41467 -1.89100 0.106
H 1.79366 -3.22647 -0.70690 0.049
H -3.18637 -2.59301 -2.88943 0.065
C 4.18785 -1.76568 2.94392 -0.082
H -0.51592 5.70572 3.42224 0.105
H -4.11640 2.42580 2.89291 0.110
C 0.97248 -1.27415 0.90170 -0.147
H 2.59655 -2.63631 -5.40348 0.052
H -0.35931 4.54057 -2.98005 0.083
H -1.29629 -1.37569 -6.19412 0.050
C -4.21143 -1.55677 2.58249 -0.052
C 1.03907 -2.68111 -2.61771 -0.278
N -0.42217 4.36395 -1.99179 0.076
H -2.25840 5.60151 5.17919 0.109
C -2.16897 2.92728 2.24150 -0.143
C 2.56792 2.94246 1.42496 -0.109
C -1.14825 3.93343 2.41455 -0.012
H 2.57159 -0.91364 -5.13805 0.076
C 2.77360 -3.66655 2.99886 -0.101
H 5.13591 -1.31496 3.16681 0.099
C -3.87890 -1.33427 1.24984 -0.112
H 3.39956 -1.92117 -4.02686 0.059
N -1.11489 3.03217 -0.31440 0.003
C 3.33079 -1.12268 2.04885 -0.013
H 1.62288 1.15530 2.27007 0.127
H -4.20660 -1.94495 0.43365 0.108
C -0.05714 -1.77872 -4.41269 -0.240
H 0.88127 -3.52469 2.02839 0.108
C -0.76759 3.13134 -1.55941 -0.850
H 1.92608 1.28811 -2.03859 0.059
C 3.93067 -3.04256 3.39887 -0.097
C 2.90035 2.89114 -1.01096 -0.055
C -3.35461 3.99779 4.11480 -0.079
H 2.65247 -4.71630 3.26530 0.108
C -2.53492 -2.03460 -3.58060 -0.108
H 2.75417 -3.92759 -2.09807 0.084
C -2.08566 1.76706 1.36677 -0.181
H 3.72266 -0.23216 1.60028 0.100
H -0.52842 5.16975 -1.31995 0.140
C -3.62316 -0.83902 3.58124 -0.066
H 2.64582 3.43169 2.37348 0.097
N -1.55485 1.79375 0.13278 -0.076
C -0.40110 -2.85137 -2.42213 -0.342
C -2.86329 0.22022 3.21608 -0.013
H -3.63226 -1.09516 4.62988 0.120
C 1.22373 -2.11671 -3.90238 -0.241
C -1.24706 4.89687 3.41050 -0.082
C 0.91762 -0.17745 0.08615 -0.298
C 2.51555 -1.90577 -4.65654 -0.051
H -0.19675 -3.70415 -0.46769 0.052
H -2.38861 0.89112 3.94447 0.130
C 1.71104 1.07843 0.11893 -0.273
H -4.81336 -2.41576 2.83078 0.107
H -2.95912 -0.98889 -3.51300 0.058
C 2.16365 1.70187 -1.08634 -0.080
C -3.29189 3.07425 3.08919 -0.060
C -1.03401 -2.19703 -3.47487 -0.382
C -0.26292 -1.32655 -5.86782 -0.058
H -4.29352 4.05649 4.67668 0.111
H -2.77888 -2.28931 -4.61500 0.062
```

The total charge is 0. The LUMO energy is -0.04563 hartree. The molar mass is 778.8 g/mol. The relative energy (zero: lowest compared OMol25 entry of this formula, charge and spin) is 11.57 kJ/mol. The total energy is -61600.9918 eV. The HOMO-LUMO gap is 4.3 eV.

3.
Below is a structure of composition C37H37Cl3O2P2Sr at a distorted geometry, with properties calculated with ωB97M-V/def2-TZVPD.

The geometry in XYZ format:
```
82
Properties=species:S:1:pos:R:3:lowdin_charge:R:1
C 1.18335 -1.54896 -7.12745 -0.077
C 1.47101 -1.78657 -4.73189 -0.086
H 1.93232 -2.29155 -3.88472 0.099
H -4.92948 -6.47114 -3.49749 0.103
C -2.13431 -2.87604 2.68847 -0.072
H -0.71479 -3.55820 -1.23993 0.092
H 1.43732 -1.85679 -8.14398 0.107
H -2.42949 -2.98432 -3.94967 0.104
C -4.53123 -5.53966 -3.09885 -0.082
Cl 0.90219 5.22999 -0.68335 0.621
C -0.00602 3.24421 0.96534 -0.763
H 2.50479 4.50791 6.13145 0.111
C -3.43632 1.93996 0.95435 -0.300
H 2.91766 1.74309 0.76367 0.086
H -5.57905 -5.71669 -1.20505 0.108
C 2.51975 1.32985 -3.08744 -0.083
H 1.23131 0.20421 -0.11895 0.094
H -3.34156 -2.23838 4.36491 0.109
C 0.56537 -0.73893 -4.51448 -0.389
H 2.45706 1.15241 -4.16187 0.102
H -0.78019 0.68429 -5.44045 0.103
H -3.37833 -5.09100 -4.88115 0.107
H -1.46631 -3.49080 3.29307 0.107
C -3.19611 -2.18872 3.28419 -0.063
C 1.77482 -2.19330 -6.03588 -0.073
C 1.82386 0.79373 -0.82757 -0.120
H -4.49514 -0.67360 0.51060 0.105
H 1.02857 1.96589 6.70610 0.103
Cl -1.66795 5.40540 0.61826 0.629
C 3.26105 3.84661 5.67316 -0.189
C -4.37562 -3.93715 -1.29353 -0.079
C 3.32899 2.93393 3.28559 -0.114
C 3.70936 1.49995 3.55563 -0.204
Sr -1.66843 0.84823 -0.76147 1.054
H -3.47167 1.17962 1.75254 -0.090
C -3.85754 -1.32981 1.11530 -0.132
C 1.82412 1.75878 5.98059 -0.114
C -0.49661 4.32022 -0.14324 -1.445
O -0.32357 2.00858 0.77424 -0.303
C -2.78886 -2.02932 0.51319 -0.407
P 0.12005 -0.21408 -2.82007 0.932
H 1.96408 0.35879 2.96651 0.097
H -2.84814 2.81294 1.27952 -0.094
C -4.89664 -5.12145 -1.81473 -0.075
C -3.65587 -4.76685 -3.87534 -0.081
C 1.56419 0.97225 4.93460 -0.107
H -4.65234 -3.60616 -0.29124 0.102
H 4.33323 3.09468 -0.77338 0.113
C -1.92106 -2.78610 1.31258 -0.089
H 4.23926 4.25933 5.97995 0.112
H -4.88151 -0.86789 2.95968 0.117
C 3.13263 3.91063 4.17797 -0.109
C 2.54505 0.52969 3.88508 -0.184
H 4.14580 1.13531 2.61115 0.094
H 3.16151 2.56322 7.40186 0.108
H -1.07391 -3.30096 0.85721 0.092
C 3.48601 2.19989 -2.57232 -0.074
C 1.63497 0.66986 -2.21785 -0.363
C 0.26807 -0.51043 -6.91277 -0.079
C -0.81750 -2.49371 -1.49378 -0.325
C 2.79448 1.65532 -0.32023 -0.063
H -0.19823 -0.01111 -7.76401 0.107
H 2.99957 -0.43805 4.16123 0.113
C 3.60396 2.39480 -1.18890 -0.066
C 0.25330 -1.77101 -1.92139 -0.333
O 0.64724 3.72471 1.88903 0.007
C 3.11867 2.43928 6.30618 -0.208
H -4.44344 2.24998 0.63870 -0.081
C -4.05789 -1.41450 2.49666 -0.070
C -3.44330 -3.20188 -2.03895 -0.369
Cl -1.27312 3.55117 -1.60839 0.515
H 2.89082 4.90981 3.79267 0.107
H 2.47396 -3.01748 -6.19091 0.107
H 4.49327 1.41058 4.31955 0.096
H 3.97615 1.82906 6.01722 0.089
H 4.15723 2.72282 -3.25614 0.106
P -2.49378 -1.83060 -1.30262 0.921
C -0.05559 -0.11192 -5.61380 -0.094
H 3.19349 3.19132 2.22444 0.080
C -3.12547 -3.58615 -3.35840 -0.101
H 1.27998 -2.13643 -1.79316 0.087
H 0.55648 0.54538 4.81434 0.103
```

The total charge is 0. The LUMO energy is -0.01570 hartree. The molar mass is 769.6 g/mol. The relative energy (zero: lowest compared OMol25 entry of this formula, charge and spin) is 0.00 kJ/mol. The total energy is -100042.5755 eV. The HOMO-LUMO gap is 5.6 eV.

4.
Below is a structure of composition C37H37F3InN6O12 at a distorted geometry, with properties calculated with ωB97M-V/def2-TZVPD.

The geometry in XYZ format:
```
96
Properties=species:S:1:pos:R:3:lowdin_charge:R:1
C -7.49726 -2.97179 3.59901 -0.062
C 3.59085 -1.71196 3.02823 -0.209
C 4.08163 5.29702 2.51828 -0.066
H 2.40305 0.62401 -0.40158 0.022
C -6.65378 -5.48102 4.45206 -0.002
H 0.01036 6.00479 -12.31117 0.104
H -7.94513 -3.93412 1.73739 0.108
C -0.87127 6.75490 -10.51401 -0.013
H -7.20409 -6.16254 2.50210 0.108
C 4.07412 4.25431 1.60636 0.006
H 5.75295 0.70561 0.43750 0.014
O -1.13487 1.21277 -8.74039 0.042
H -2.19701 -4.73139 6.03481 0.109
H 3.38844 -3.43592 -0.87714 -0.068
C -1.74465 5.08904 -8.99573 0.008
C -2.42115 -3.13959 9.01514 -0.060
C 2.10284 -0.27140 0.10752 -0.139
H -2.23313 4.83970 -8.06598 0.120
H 4.29834 7.41081 2.80006 0.103
C -2.34763 -0.90887 -4.74572 -0.061
C -0.48210 5.75011 -11.38296 -0.072
H 4.68300 6.01747 -1.22600 0.118
F 7.35157 0.22636 -1.30194 0.042
O 4.47262 3.69606 -1.86270 0.090
C -1.68098 0.17386 -6.75903 -0.159
N -1.93173 7.47398 -8.41832 -0.360
C 4.29950 6.59792 2.08604 -0.080
O -6.00693 -3.57225 7.36095 0.066
O -1.73175 8.62237 -8.75597 0.068
O 6.47586 -1.79741 -1.37809 0.077
H -3.69704 -0.43312 -6.34299 0.114
C -0.54350 -3.91609 7.11607 0.005
C -7.14887 -5.31485 3.16996 -0.063
C 4.28767 4.53608 0.27110 -0.140
F 0.72098 -2.14700 -0.09453 0.062
H -0.77357 -1.24684 -3.31931 0.086
H 3.90288 3.23979 1.93473 0.125
H -3.11510 -1.35356 -4.12793 0.105
H 1.54922 0.01915 0.99356 0.058
H -0.76239 -2.32084 10.10099 0.116
C 4.51750 6.85938 0.73996 -0.073
H -3.15352 -2.83662 9.75038 0.108
C 2.21314 -2.32080 3.20783 -0.517
H 4.68815 7.87270 0.40435 0.104
H -3.86624 -4.04782 7.72087 0.062
C -0.16344 -3.24471 8.26083 -0.144
C 4.51398 5.82237 -0.17814 -0.006
H -6.94683 -2.28484 5.55361 0.120
C -0.04782 -0.28382 -5.08299 -0.044
O 1.57834 -2.38302 9.49298 0.070
H 6.51137 -0.57440 1.31329 0.046
H -0.42727 3.63815 -11.74860 0.108
C -7.56680 -4.06194 2.74247 -0.068
H 0.39822 0.67757 -6.94549 0.117
C -0.36688 0.23405 -6.32685 -0.001
H -0.68665 7.79007 -10.75639 0.115
H -6.32291 -6.45144 4.78896 0.119
C -1.50074 6.40747 -9.33371 -0.151
O 2.03141 -3.28740 7.59653 0.079
H 4.35175 -2.39450 3.38439 0.031
H -1.54146 3.05167 -9.62783 0.073
N -6.04272 -4.54920 6.64075 -0.354
N 4.26276 3.43044 -0.69862 -0.336
O 4.03105 2.32590 -0.26477 0.075
F 1.26797 -1.30748 3.37036 -0.053
H 4.76319 -3.80331 -0.04327 -0.070
H 0.19026 -4.20964 6.38168 0.101
O -2.46542 7.14698 -7.38157 0.079
H 1.06836 -3.60766 4.42605 0.061
H 3.65151 -0.74611 3.50810 0.028
C 2.10985 -3.33043 4.32412 -0.051
H 2.68724 -4.18595 4.01770 0.084
H 1.95397 -2.83768 2.28930 0.094
N 1.26125 -2.95000 8.46673 -0.349
H 3.91437 5.09338 3.56644 0.107
H 2.47039 -2.90924 5.24767 0.060
C -1.03503 -0.85362 -4.29123 -0.050
H -7.82191 -1.99700 3.26442 0.109
C -7.00577 -3.12881 4.88369 0.000
C -2.67888 -0.39329 -5.98697 -0.014
O -5.64597 -5.64864 6.96071 0.082
H 0.96998 -0.24241 -4.72223 0.114
C -6.58767 -4.38242 5.28784 -0.145
C -1.88441 -4.20431 6.92565 -0.050
C -1.08166 -2.84893 9.21562 -0.007
C -2.82337 -3.81907 7.87277 -0.062
C -0.72715 4.42060 -11.06428 -0.063
O 0.86037 -0.83821 -1.86071 0.057
N 3.83958 -3.40861 0.02356 -0.161
C 6.55222 -0.74861 -0.78256 -0.554
C 1.21006 -1.05068 -0.71544 -0.574
C 5.86226 -0.37172 0.47020 -0.169
C -1.35515 4.08774 -9.87156 -0.050
O -3.18917 0.69709 -8.41696 0.074
In 3.91123 -1.44000 0.81638 0.864
N -2.02887 0.73318 -8.06639 -0.344
```

The total charge is -1. The LUMO energy is 0.01429 hartree. The molar mass is 929.5 g/mol. The total energy is -85794.4624 eV. The HOMO-LUMO gap is 5.3 eV.